No. 1
Here is a 2-piece molecular cluster, C3H9NO2 overall at a distorted geometry from the OMol25 dataset. Energies are from ωB97M-V with the def2-TZVPD basis set.

DFT total energy = -324.892797 hartree
SMILES = C[C@@H](N)C=O.O
HOMO = -9.4 eV
HOMO-LUMO gap = 10.25 eV

Geometry as XYZ:
```
15
Properties=species:S:1:pos:R:3:forces:R:3
O -0.47579 -0.76671 0.47836 -1.5 -4.9 0.0
C -0.08850 0.31536 0.44314 0.2 5.5 -1.0
C 1.06392 0.81665 1.27962 1.4 -0.8 -0.7
C 2.34033 1.27215 0.45110 -0.4 0.1 1.4
N 0.72823 1.83682 2.20769 -0.5 1.7 0.0
H -0.70636 1.10272 -0.17275 1.0 -0.5 0.6
H 1.25660 -0.04281 1.88836 0.8 -0.8 0.1
H 2.80601 2.16952 0.94815 -0.4 -1.1 -0.4
H 2.18775 1.48795 -0.58327 -0.8 0.6 -0.7
H 3.03717 0.45302 0.36794 0.4 -0.2 0.5
H -0.16045 1.76191 2.67024 -0.4 -1.0 0.5
H 0.51110 2.60965 1.61847 0.2 1.5 -0.3
H -3.78725 -4.76288 -4.38608 0.2 -0.3 -0.4
H -4.16145 -3.94181 -3.18127 -1.0 -0.5 -1.5
O -4.55130 -4.31153 -4.02969 0.8 0.8 1.9
```
Positions in Å, forces in eV/Å.


No. 2
Here is one molecule with the formula C5H9ClFN at a distorted geometry from the OMol25 dataset. Energies are from ωB97M-V with the def2-TZVPD basis set.

DFT total energy = -810.696307 hartree
SMILES = C[C@@H]1NC[C@H]1[C@@H](F)Cl
HOMO = -9.4 eV
HOMO-LUMO gap = 10.34 eV

Geometry as XYZ:
```
17
Properties=species:S:1:pos:R:3:forces:R:3
C 1.56144 1.28997 -0.50882 0.5 -0.2 0.8
C 0.75786 0.24387 0.23702 -0.4 0.5 0.1
C -0.17795 -1.63450 -0.01712 -0.9 0.1 -0.1
C -0.60286 -0.18705 -0.34793 -1.1 1.1 -0.3
C -1.85254 0.42352 0.32550 2.1 -1.0 2.0
H 1.66106 1.05072 -1.55308 -0.2 -0.2 -0.5
H 1.11764 2.27796 -0.38861 0.1 0.0 0.0
H 2.58669 1.28488 -0.10885 -0.2 0.2 0.0
H 0.62947 0.52797 1.31174 0.1 0.0 -0.6
H 1.73930 -1.48956 0.88554 -0.1 -0.1 -0.3
H -0.65163 -1.99927 0.93395 0.5 0.2 -0.7
H -0.38825 -2.32677 -0.84880 0.3 0.0 0.6
H -0.68819 0.02667 -1.43506 0.2 -0.3 0.5
H -1.76687 0.17149 1.43105 -0.5 0.3 -1.2
N 1.21217 -1.14387 0.08593 0.3 -0.5 0.4
F -1.80305 1.80381 0.26350 -0.5 -0.6 -0.5
Cl -3.33430 -0.31986 -0.26596 -0.1 0.4 -0.2
```
Positions in Å, forces in eV/Å.


No. 3
Here is a 10-piece molecular cluster, C39H98O10 overall at a distorted geometry from the OMol25 dataset. Energies are from ωB97M-V with the def2-TZVPD basis set.

DFT total energy = -2296.779491 hartree
SMILES = CC(C)O.CCOCC.CCOCC.CCOCC.CCOCC.CCOCC.CCOCC.CCOCC.CCOCC.CCOCC
HOMO = -9.4 eV
HOMO-LUMO gap = 9.84 eV

Geometry as XYZ:
```
147
Properties=species:S:1:pos:R:3:forces:R:3
C 5.14656 7.04296 -1.53768 1.1 0.0 0.4
C 6.32422 7.52837 -0.60577 -1.4 -2.0 -0.9
O 6.85682 8.75084 -0.98493 1.0 0.3 -1.0
C 8.00100 8.56564 -1.90726 -0.6 1.4 0.4
C 8.39916 9.99887 -2.39741 -0.3 -1.3 1.0
H 5.48733 6.91291 -2.56484 -0.1 0.7 -0.2
H 4.81909 6.02965 -1.30513 0.0 0.0 0.6
H 4.30532 7.72392 -1.40847 0.0 0.0 -0.4
H 5.88041 7.47461 0.38834 0.4 0.9 0.3
H 7.10569 6.76876 -0.62473 0.2 -0.2 0.1
H 8.77439 8.06150 -1.32778 0.3 0.2 0.0
H 7.77205 7.92635 -2.75990 -0.4 -0.1 0.0
H 9.40218 10.04126 -2.82198 -0.1 -0.2 -0.1
H 8.39771 10.59544 -1.48515 0.0 0.3 -0.2
H 7.65624 10.36852 -3.10419 0.1 0.0 0.1
C -9.45150 -7.07966 6.25572 -0.5 0.0 -0.6
C -7.96462 -6.88919 6.08904 0.0 0.9 0.7
O -7.71719 -6.21627 4.86581 -2.1 -1.9 -0.1
C -6.44372 -5.74533 4.66128 0.6 1.0 0.1
C -6.23963 -5.67024 3.16132 -0.1 -0.8 -0.6
H -9.96221 -6.18072 5.91046 0.0 0.0 -0.2
H -9.74981 -7.92659 5.63780 -0.3 0.1 -0.1
H -9.83442 -7.26121 7.25996 0.6 -0.1 0.2
H -7.59491 -6.23918 6.88208 0.2 0.0 0.4
H -7.47355 -7.85753 6.18529 0.4 0.0 -0.3
H -6.48328 -4.77280 5.15189 0.9 0.5 -0.1
H -5.70216 -6.35917 5.17257 0.2 -0.2 -0.1
H -6.54992 -6.63675 2.76421 -0.1 -0.2 0.0
H -5.22856 -5.57443 2.76551 0.1 0.5 0.5
H -6.90324 -4.96326 2.66343 0.1 0.3 0.3
C 9.09326 -0.21475 2.99900 1.0 -0.9 -0.1
C 7.99192 0.43769 2.20061 0.3 1.5 -0.3
O 8.47851 1.39076 1.13580 -1.1 -0.3 1.2
C 8.70850 0.87958 -0.16806 0.4 -2.6 0.8
C 8.81856 1.80028 -1.34042 0.2 1.2 0.8
H 8.80687 -0.70312 3.93042 -0.9 0.1 0.0
H 9.55495 -1.04330 2.46193 0.3 0.2 -0.3
H 9.86796 0.46572 3.35240 0.0 0.3 -0.5
H 7.24218 -0.27700 1.86117 0.3 -0.1 -0.7
H 7.44255 1.04695 2.91831 0.0 0.5 -0.4
H 9.59871 0.25682 -0.07984 0.6 0.0 -0.3
H 7.95804 0.12956 -0.41783 -0.6 0.0 0.1
H 7.86526 2.31180 -1.47339 0.0 0.0 -0.4
H 9.15096 1.24745 -2.21905 -0.4 -0.1 0.0
H 9.58048 2.55989 -1.16557 0.0 0.1 0.0
C -8.94959 -0.12912 -8.98942 0.3 0.2 1.0
C -8.44258 -0.89994 -7.76352 0.4 0.1 0.4
O -8.26840 -2.27538 -8.01074 -0.3 -0.1 0.1
C -7.58064 -3.00994 -6.99357 -1.6 -2.3 -1.2
C -8.36428 -4.41191 -6.77614 0.3 1.4 0.4
H -8.15601 -0.06727 -9.73405 -0.3 -0.5 -0.3
H -9.92902 -0.44850 -9.34552 0.3 -0.3 -0.2
H -9.07603 0.91067 -8.68783 -0.1 0.1 0.2
H -7.49283 -0.47512 -7.43859 0.5 0.2 -0.3
H -9.03299 -0.79236 -6.85358 -0.8 0.2 -0.1
H -6.61732 -3.21384 -7.46106 0.3 -0.2 0.6
H -7.48205 -2.54690 -6.01175 -0.1 0.5 -0.2
H -8.46278 -5.04869 -7.65529 0.8 0.1 0.0
H -9.40701 -4.31405 -6.47412 -0.1 0.9 0.0
H -7.95030 -4.91156 -5.90031 0.5 -0.4 -0.4
C 5.10475 -6.50983 -2.35409 0.0 -1.6 -0.4
C 4.29128 -7.86137 -2.18636 2.5 2.3 0.5
O 2.95503 -7.52061 -2.25211 0.1 -0.5 -0.1
C 2.19299 -8.67642 -2.06432 -2.2 0.7 1.0
C 0.71169 -8.19056 -2.04546 0.0 -0.5 -0.7
H 6.16174 -6.75635 -2.45446 0.1 -0.1 -0.3
H 4.75336 -6.07946 -3.29186 0.1 0.3 0.1
H 5.09762 -5.78610 -1.53907 -0.7 -0.2 0.1
H 4.63360 -8.59473 -2.91650 -0.3 0.1 -0.8
H 4.61180 -8.34371 -1.26292 -0.5 0.1 0.7
H 2.46263 -9.44758 -2.78591 -0.4 0.0 -0.4
H 2.38597 -9.09748 -1.07761 0.3 -0.1 0.2
H 0.49066 -7.43863 -1.28795 0.6 0.0 0.1
H -0.02941 -8.97025 -1.86951 0.3 -0.4 0.0
H 0.43541 -7.74201 -2.99970 0.2 0.0 -0.1
C -5.58720 2.35357 3.55767 1.0 0.5 1.9
C -6.83309 2.61212 2.81289 0.1 -1.5 0.4
O -6.34716 2.90344 1.55400 -0.8 0.6 -2.0
C -7.34928 3.34957 0.64361 0.7 0.3 -1.2
C -6.86986 3.26798 -0.84108 0.3 -0.2 0.8
H -4.84750 1.76171 3.01855 -0.2 0.1 -0.2
H -5.19125 3.34183 3.79149 0.6 -0.1 -0.1
H -5.74757 1.88843 4.53032 -0.2 -0.2 0.0
H -7.40817 1.68618 2.80731 -0.6 -0.1 -0.3
H -7.42299 3.37280 3.32422 -0.2 0.4 -0.4
H -8.25609 2.74597 0.68176 -0.1 -0.1 0.5
H -7.56276 4.38166 0.92167 -0.4 0.1 -0.2
H -7.63029 3.61154 -1.54236 -0.1 0.1 0.2
H -6.64006 2.23527 -1.10341 -0.1 -0.1 0.1
H -5.95270 3.82158 -1.04215 -0.1 0.2 0.3
C 1.47677 -4.64943 7.57700 0.0 0.9 -0.4
C 2.54581 -3.76716 6.84587 -1.2 -0.7 0.7
O 3.65632 -4.52612 6.40729 1.3 1.7 1.8
C 3.36794 -5.23746 5.28701 -1.8 -2.5 -1.1
C 4.49270 -6.15611 4.82788 1.3 1.6 0.4
H 0.83305 -4.02172 8.19319 -0.1 0.4 -0.3
H 0.82842 -5.12527 6.84126 0.1 -0.5 0.3
H 1.88487 -5.31927 8.33388 0.4 -0.3 -0.5
H 2.12413 -3.27093 5.97178 -0.4 0.0 -0.1
H 2.74935 -2.95211 7.54040 1.2 -0.2 -0.1
H 2.52844 -5.88756 5.53341 -0.5 -0.2 -0.1
H 2.99829 -4.60589 4.47919 0.2 0.3 -0.3
H 5.16488 -6.28751 5.67583 -0.1 -0.3 0.2
H 5.06814 -5.51606 4.15907 0.4 -0.5 -0.4
H 4.29418 -7.12974 4.37985 -0.5 0.4 0.0
C 0.35925 5.24573 5.54188 -0.4 1.7 -0.8
C 0.09978 6.56225 6.24211 -0.8 -0.5 2.0
O -1.27325 7.01082 6.19883 1.0 0.2 0.6
C -1.46209 8.03399 7.22195 -0.8 0.2 -1.9
C -2.90570 8.54146 7.01168 -0.1 0.4 -0.6
H 0.14856 5.39735 4.48324 -0.3 -0.2 -0.2
H 1.44795 5.19498 5.55780 0.0 -1.1 0.4
H -0.29372 4.45428 5.90977 0.7 -0.2 0.2
H 0.25650 6.46248 7.31616 0.3 -0.8 0.4
H 0.91129 7.26858 6.06710 -0.5 0.8 -1.1
H -1.18106 7.77478 8.24272 -0.3 -0.8 0.0
H -0.73494 8.78675 6.91750 -0.2 0.7 0.3
H -3.71996 7.81882 6.95776 0.5 -0.7 0.5
H -2.95866 8.95919 6.00631 0.3 0.2 -0.1
H -3.28465 9.33048 7.66125 0.6 0.0 0.4
C 2.77993 1.53293 -7.06565 -0.1 0.1 -1.4
C 2.16684 2.92001 -6.87951 -0.1 -1.5 1.5
O 2.11494 3.67864 -8.02110 1.2 -0.1 -0.8
C 1.73471 5.00343 -7.75051 0.2 0.1 -2.6
C 1.95944 5.74205 -9.11025 -0.7 0.2 1.1
H 3.17712 1.07322 -6.16067 -0.1 0.3 0.1
H 2.11843 0.81848 -7.55562 -0.2 0.0 0.1
H 3.58321 1.69914 -7.78344 0.4 -0.2 0.1
H 1.13651 2.84115 -6.53266 -0.1 -0.1 0.8
H 2.83052 3.35071 -6.12975 -0.3 0.7 0.3
H 0.68603 4.93909 -7.46028 -0.2 0.7 0.2
H 2.35709 5.51507 -7.01638 0.0 -0.3 0.4
H 2.98388 5.63013 -9.46533 0.0 -0.1 0.3
H 1.75634 6.79498 -8.91483 0.1 0.2 -0.3
H 1.29635 5.40916 -9.90875 -0.1 -0.2 0.2
C -1.37106 -2.30937 -2.13461 0.2 -0.1 0.5
C -0.06943 -2.14462 -1.30711 0.6 2.4 0.2
C 0.00386 -0.80416 -0.48892 -0.6 -0.6 -0.9
O 0.27362 -3.15429 -0.39840 -0.4 -1.1 0.0
H -2.25553 -1.99993 -1.57777 0.0 -0.2 0.3
H -1.49567 -3.33738 -2.47488 0.0 -0.1 0.2
H -1.39933 -1.71486 -3.04776 0.5 0.3 0.1
H 0.78708 -2.09171 -1.97919 -0.1 0.2 -0.6
H 0.97387 -0.63210 -0.02246 0.1 -0.3 -0.3
H -0.71710 -0.78208 0.32828 -0.3 -0.1 -0.2
H -0.20836 -0.00055 -1.19409 0.0 0.3 0.2
H 0.78466 -3.75704 -0.94349 0.0 -0.6 0.5
```
Positions in Å, forces in eV/Å.


No. 4
Here is C19H13Br2MoNO6S as an isolated structure at a distorted geometry from the OMol25 dataset. Energies are from ωB97M-V with the def2-TZVPD basis set.

DFT total energy = -6851.646089 hartree
net charge = +2
HOMO (alpha / beta) = -13.4 / -13.4 eV
HOMO-LUMO gap (alpha / beta) = 4.53 / 4.52 eV

Geometry as XYZ:
```
43
Properties=species:S:1:pos:R:3:forces:R:3
Mo 0.32888 0.12434 0.33230 1.0 2.5 -1.0
O 0.38496 0.00802 2.35421 -0.2 -0.1 0.4
C 1.34128 -0.11638 3.14325 -0.2 0.0 0.0
C 2.68268 -0.37232 2.75696 -0.2 0.0 0.3
C 3.65309 -0.50819 3.75762 -0.2 0.0 0.1
C 4.93304 -0.77304 3.37726 0.4 -0.1 0.1
C 5.29682 -0.91429 2.04512 0.2 0.0 -0.1
C 4.34185 -0.78495 1.05138 0.3 -0.1 -0.1
C 3.04376 -0.51358 1.41434 -0.6 0.0 -0.9
O 2.11432 -0.39298 0.40107 0.0 -0.1 0.5
N 5.97269 -0.91415 4.43039 0.4 -0.1 0.3
O 7.09849 -1.17173 4.05836 -0.5 0.1 0.0
O 5.61141 -0.76381 5.58017 0.0 0.0 -0.4
H 1.09993 -0.03252 4.20143 0.0 0.0 0.1
H 3.40791 -0.40731 4.80853 0.0 0.0 0.0
H 6.33066 -1.12556 1.80382 0.0 0.0 0.0
H 4.59458 -0.89587 0.00644 0.0 0.0 0.0
Br 0.06977 0.30701 -2.49095 0.5 -0.1 0.1
C -1.83706 0.52703 -2.35504 -0.1 0.0 -0.1
Br -2.42169 0.65725 -0.51908 0.1 0.0 0.3
H -2.30304 -0.33858 -2.79555 -0.1 -0.1 -0.1
H -2.09028 1.45072 -2.84940 -0.1 0.1 -0.1
C -0.91344 10.47787 -1.90713 0.0 -0.1 0.4
C -1.30069 9.76687 -0.63859 0.2 0.2 0.0
O -2.37466 9.53185 -0.21158 0.1 0.0 -0.1
S 0.25420 9.22997 0.37308 -0.1 0.6 -0.4
C 0.14236 7.54104 0.34115 -0.2 -0.8 0.1
C 1.31293 6.83530 0.76294 -0.3 0.3 -0.1
C 1.33908 5.47922 0.74881 -0.2 -0.2 -0.1
C 0.18634 4.74266 0.33168 0.1 -0.2 0.0
C -0.99565 5.44898 -0.04108 0.1 -0.3 0.0
C -1.02433 6.80620 -0.03461 0.3 0.3 0.1
C 0.20340 3.36631 0.30739 -0.1 0.2 0.0
C 0.18576 2.12135 0.27645 -0.3 -1.5 0.3
H -0.42240 9.76060 -2.56846 0.0 0.0 0.0
H -0.19268 11.26707 -1.68243 0.0 0.0 0.0
H -1.80122 10.88882 -2.38159 0.0 0.0 0.0
H 2.18154 7.39727 1.08660 -0.1 0.0 -0.1
H 2.23087 4.94567 1.04919 0.0 0.0 0.0
H -1.88534 4.88938 -0.31017 0.1 0.0 0.0
H -1.93929 7.32459 -0.27908 0.1 0.0 0.0
O -1.31168 -2.58332 -0.21358 0.0 -0.2 -0.1
C -0.73370 -1.65493 0.03084 -0.5 -0.3 0.4
```
Positions in Å, forces in eV/Å.


No. 5
Here is C19H18NOPbS as an isolated structure at a distorted geometry from the OMol25 dataset. Energies are from ωB97M-V with the def2-TZVPD basis set.

DFT total energy = -1455.150538 hartree
net charge = +1
HOMO = -9.8 eV
HOMO-LUMO gap = 3.96 eV

Geometry as XYZ:
```
41
Properties=species:S:1:pos:R:3:forces:R:3
C -0.27834 1.77000 2.05805 0.6 2.8 0.6
C 0.43525 0.57997 2.63210 0.8 -0.1 1.9
C 1.62549 0.39895 1.84867 -0.4 1.6 -1.7
H 0.32829 -0.12773 3.48248 0.7 1.9 0.5
C 1.75240 1.49007 0.94940 -0.7 -0.3 1.7
C 0.53657 2.28579 1.01233 1.2 -1.0 1.1
H 0.30866 3.13211 0.38997 -0.1 0.3 0.2
H -1.20468 2.34140 2.27094 1.2 -0.2 0.9
H 2.33201 -0.38945 1.98992 0.2 -0.2 0.2
H 2.63858 1.73238 0.34665 -0.5 -0.2 0.3
C -1.06732 -2.21366 -0.55476 -1.8 1.9 -0.8
C -1.80681 -1.90113 0.59901 -0.5 -0.4 -1.0
C -2.69798 -0.78951 0.29824 -0.2 -0.3 -0.8
H -1.51505 -2.34628 1.55649 -0.9 -0.1 -0.5
C -2.41727 -0.32613 -1.00839 0.7 -2.6 0.4
C -1.50360 -1.29390 -1.59740 0.4 0.0 0.7
H -1.22797 -1.33368 -2.64344 0.1 0.0 0.1
H -0.37965 -3.01898 -0.67817 0.4 -0.2 0.0
H -3.58448 -0.30050 0.74800 0.9 -0.7 0.6
H -2.81280 0.56479 -1.40266 -0.9 0.5 -0.9
Pb -0.03087 0.56568 -0.78414 0.1 -2.2 -2.3
O 1.65787 -1.32382 -1.35288 -1.5 2.8 0.6
C 2.91518 -0.66710 -1.30443 0.1 -2.2 -2.3
C 3.05176 0.43382 -2.32790 -0.7 -0.8 0.8
H 3.31782 -0.30755 -0.38244 -0.1 0.0 1.1
H 3.42319 -1.58882 -1.69545 1.3 1.4 0.4
H 2.96717 1.48622 -1.99241 0.8 -0.4 -0.2
H 4.69940 1.73618 -3.83732 -0.1 -0.2 -0.6
C 4.17763 0.96209 -4.41548 -0.7 0.3 0.9
C 3.22048 0.18026 -3.68206 -0.1 -0.5 -2.2
C 2.54026 -0.88737 -4.39764 0.6 0.2 0.9
H 1.78846 -1.46334 -3.84188 0.3 0.2 -0.3
C 2.82947 -1.12045 -5.72977 -0.1 -0.1 0.0
H 2.29838 -1.91498 -6.26726 0.2 0.4 0.3
C 3.79389 -0.35168 -6.40016 0.1 0.3 0.5
H 4.02397 -0.54838 -7.44515 -0.1 0.0 0.2
C 4.47123 0.68235 -5.73109 0.1 -0.1 -0.2
H 5.23406 1.27847 -6.23539 -0.3 -0.3 0.1
S -1.32081 0.04780 2.14630 -3.2 -2.2 -0.3
C -2.59204 0.15364 3.46957 0.0 1.1 0.8
N -3.49727 0.19605 4.22196 2.2 -0.3 -1.9
```
Positions in Å, forces in eV/Å.


No. 6
Here is a 2-piece molecular cluster, C6H13P overall at a distorted geometry from the OMol25 dataset. Energies are from ωB97M-V with the def2-TZVPD basis set.

DFT total energy = -577.547747 hartree
HOMO = -8.1 eV
HOMO-LUMO gap = 8.82 eV

Geometry as XYZ:
```
20
Properties=species:S:1:pos:R:3:forces:R:3
C -0.18885 1.67520 -0.52717 -2.4 -2.4 1.3
C -3.05528 -0.08822 -0.09574 3.8 2.1 -2.7
C -2.02429 0.80870 0.09041 0.8 0.3 1.8
C 2.50614 0.48589 -0.38445 -2.4 1.4 -3.1
C 0.56140 -0.07692 1.63767 -1.9 0.3 0.9
C 0.27782 -1.40018 -0.97587 3.6 -1.2 -0.7
P 0.69426 0.20361 -0.18162 0.5 0.5 1.9
H -3.70992 -0.13878 0.69443 -1.7 -0.5 1.5
H -3.23062 -0.58052 -1.06101 -0.1 0.0 0.6
H -0.21927 1.76442 -1.58892 -0.4 0.3 -1.2
H -2.05435 1.19942 1.17024 0.2 -0.2 -1.7
H 2.88695 -0.44371 -0.70091 0.9 -0.8 -1.0
H 2.65170 1.39801 -1.06495 0.0 -1.7 0.7
H 2.93381 0.67906 0.51079 1.2 0.9 2.9
H 1.58253 -0.11329 2.10044 -1.2 -0.1 -0.3
H -0.13059 0.75432 2.13526 1.9 -1.6 -1.2
H -0.04161 -1.02782 1.78406 1.1 0.9 0.1
H -0.72017 -1.21739 -1.10766 -2.7 0.0 -1.0
H 0.89373 -1.46340 -1.95857 -1.4 0.2 1.4
H 0.38660 -2.41844 -0.47644 0.2 1.6 -0.1
```
Positions in Å, forces in eV/Å.


No. 7
Here is one molecule with the formula C4H7NO at a distorted geometry from the OMol25 dataset. Energies are from ωB97M-V with the def2-TZVPD basis set.

DFT total energy = -286.429041 hartree
HOMO = -8.4 eV
HOMO-LUMO gap = 8.74 eV

Geometry as XYZ:
```
13
Properties=species:S:1:pos:R:3:forces:R:3
C -1.46708 -0.25008 0.48565 0.1 -0.5 -0.2
C 1.44356 0.03344 -0.35482 0.8 -2.4 -1.2
C -0.37476 0.48491 -0.25123 -1.0 -0.6 -1.8
C 0.61649 -0.84851 -1.03874 -0.5 2.2 0.8
O 2.37304 -0.48934 0.53154 0.3 0.2 0.9
N -0.47180 1.66404 -0.69991 0.5 -0.2 -0.2
H 2.17479 -0.35408 1.46792 -0.1 0.2 -0.3
H -1.40623 2.05951 -0.59482 0.2 -0.1 0.5
H -2.35064 0.37441 0.61607 0.3 0.3 0.3
H -1.08727 -0.64517 1.42733 -0.2 0.0 0.1
H -1.82373 -1.08945 -0.11654 0.3 -0.1 0.0
H 0.55760 -1.84280 -0.58154 -0.2 0.2 0.4
H 1.81604 0.90311 -0.89092 -0.6 0.5 0.6
```
Positions in Å, forces in eV/Å.


No. 8
Here is one molecule with the formula CH3FINS at a distorted geometry from the OMol25 dataset. Energies are from ωB97M-V with the def2-TZVPD basis set.

DFT total energy = -890.281852 hartree
SMILES = CN(F)SI
HOMO (alpha / beta) = -9.4 / -9.5 eV
HOMO-LUMO gap (alpha / beta) = 6.94 / 7.29 eV

Geometry as XYZ:
```
8
Properties=species:S:1:pos:R:3:forces:R:3
C 0.11320 -0.42563 0.76836 -2.2 -2.3 -0.7
N 0.87738 0.18695 -0.26972 0.8 1.9 0.9
F 1.32549 1.56867 0.24793 -0.7 -1.7 -0.7
S 0.55814 0.07269 -1.78333 -1.5 0.5 -0.6
I -2.40618 0.45369 -1.94200 1.7 -0.1 0.1
H -0.63708 -1.08765 0.13746 1.5 0.9 1.8
H 0.69341 -0.99882 1.49273 0.2 0.0 -0.4
H -0.52436 0.23009 1.34858 0.1 0.7 -0.3
```
Positions in Å, forces in eV/Å.